A:
{
  "formula": "CH2N4",
  "method": "ωB97M-V with the def2-TZVPD basis set",
  "symbols": ["C", "N", "N", "N", "N", "H", "H"],
  "positions_angstrom": [[-0.42, -0.88, 0.36], [-0.28, -0.83, -1.04], [0.15, 0.45, -1.27], [0.39, 1.02, -0.05], [0.05, 0.21, 0.89], [-0.58, -1.87, 0.86], [0.69, 1.90, 0.24]],
  "smiles": "c1nn[nH]n1",
  "e_lumo_ev": 1.047,
  "orbital_gap_ha": 0.44518
}


B:
{
  "formula": "CH2N4",
  "method": "ωB97M-V with the def2-TZVPD basis set",
  "symbols": ["C", "N", "N", "N", "N", "H", "H"],
  "positions_angstrom": [[0.22, -0.45, -0.70], [-0.01, -0.59, 0.71], [-0.91, 0.33, 1.30], [-0.30, 1.37, 0.82], [0.72, 0.65, 0.21], [1.01, -1.09, -0.92], [-0.73, -0.23, -1.42]],
  "smiles": "C1n2nnn21",
  "e_lumo_ev": -0.119,
  "orbital_gap_ha": 0.39419
}


C:
{
  "formula": "CH2N4",
  "method": "ωB97M-V with the def2-TZVPD basis set",
  "symbols": ["C", "N", "N", "N", "N", "H", "H"],
  "positions_angstrom": [[-0.08, -0.05, 0.79], [-0.35, -0.07, -1.56], [0.85, -0.28, -1.35], [-0.61, 0.74, -0.42], [0.82, 0.46, -0.14], [-0.35, 0.41, 1.74], [-0.28, -1.21, 0.94]],
  "e_lumo_ev": 0.357,
  "orbital_gap_ha": 0.39864
}


Stability, lowest: B


A:
{
  "formula": "C10H8N2",
  "method": "ωB97M-V with the def2-TZVPD basis set",
  "symbols": ["C", "C", "C", "C", "C", "C", "C", "C", "C", "N", "N", "C", "H", "H", "H", "H", "H", "H", "H", "H"],
  "positions_angstrom": [[-2.76, -0.27, -2.24], [-2.44, -1.26, -1.41], [-1.25, -1.11, -0.53], [-0.45, 0.07, -0.55], [0.70, 0.18, 0.33], [0.50, -0.15, 1.64], [1.64, -0.10, 2.54], [2.96, 0.41, 1.88], [2.87, 0.76, 0.53], [1.85, 0.59, -0.29], [-0.85, 1.08, -1.34], [-1.91, 0.99, -2.16], [-3.38, -0.07, -2.86], [-3.24, -1.88, -1.19], [-1.10, -1.91, 0.08], [-0.49, -0.62, 2.21], [1.53, -0.26, 3.58], [3.93, 0.81, 2.29], [3.97, 0.89, 0.10], [-2.10, 1.84, -2.61]],
  "smiles": "c1ccc(-c2ccccn2)nc1",
  "e_lumo_ev": 0.176,
  "orbital_gap_ha": 0.33520
}


B:
{
  "formula": "C10H8N2",
  "method": "ωB97M-V with the def2-TZVPD basis set",
  "symbols": ["C", "C", "C", "C", "C", "N", "C", "C", "C", "N", "C", "C", "H", "H", "H", "H", "H", "H", "H", "H"],
  "positions_angstrom": [[0.58, 1.55, 3.08], [0.96, 0.12, 2.90], [0.73, -0.44, 1.65], [0.08, 0.29, 0.63], [-0.15, -0.36, -0.71], [-0.40, -1.66, -0.72], [-0.61, -2.20, -1.85], [-0.63, -1.41, -3.03], [-0.32, -0.10, -2.92], [-0.08, 0.45, -1.85], [-0.21, 1.63, 0.82], [0.07, 2.22, 2.05], [0.78, 1.79, 4.28], [1.34, -0.48, 3.63], [0.76, -1.59, 1.63], [-0.87, -3.39, -1.70], [-0.60, -1.86, -4.16], [-0.28, 0.46, -3.74], [-0.63, 2.36, -0.05], [-0.24, 3.35, 2.28]],
  "smiles": "c1ccc(-c2ncccn2)cc1",
  "e_lumo_ev": 0.207,
  "orbital_gap_ha": 0.33627
}


Stability, lowest: A


A:
{
  "formula": "CNO4S",
  "method": "ωB97M-V with the def2-TZVPD basis set",
  "symbols": ["C", "N", "O", "O", "O", "O", "S"],
  "positions_angstrom": [[1.36, 0.38, 0.17], [-1.25, -0.26, -0.09], [1.26, 1.54, 0.33], [-2.29, -0.81, 0.24], [-1.14, 0.37, -1.12], [-0.25, -0.40, 0.69], [2.31, -0.83, -0.23]],
  "total_charge": -1,
  "e_lumo_ev": 3.507,
  "orbital_gap_ha": 0.31326
}


B:
{
  "formula": "CNO4S",
  "method": "ωB97M-V with the def2-TZVPD basis set",
  "symbols": ["O", "N", "O", "O", "C", "O", "S"],
  "positions_angstrom": [[1.11, -1.18, 0.33], [0.37, -0.95, -0.60], [0.39, -1.54, -1.64], [-0.59, -0.02, -0.50], [-0.60, 1.18, 0.75], [0.48, 1.65, 0.73], [-2.03, 1.22, 1.44]],
  "total_charge": -1,
  "smiles": "O=[N+]([O-])OC([O-])=S",
  "e_lumo_ev": 3.562,
  "orbital_gap_ha": 0.30986
}


C:
{
  "formula": "CNO4S",
  "method": "ωB97M-V with the def2-TZVPD basis set",
  "symbols": ["C", "N", "O", "O", "O", "O", "S"],
  "positions_angstrom": [[1.83, -0.31, 0.31], [-1.75, -0.08, -0.37], [2.42, -0.49, -0.65], [1.49, -0.58, 1.41], [-2.14, -0.76, 0.57], [-2.40, 0.56, -1.25], [0.55, 1.67, -0.02]],
  "total_charge": -1,
  "e_lumo_ev": [2.003, 2.867],
  "orbital_gap_ha": [0.22615, 0.25612]
}


Stability, lowest: C


A:
{
  "formula": "C7H10O2",
  "method": "ωB97M-V with the def2-TZVPD basis set",
  "symbols": ["C", "C", "C", "C", "C", "O", "C", "C", "O", "H", "H", "H", "H", "H", "H", "H", "H", "H", "H"],
  "positions_angstrom": [[2.33, 0.81, 0.58], [0.96, 0.19, 0.36], [0.77, -1.32, 0.37], [-0.76, -1.27, 0.19], [-1.13, 0.06, 0.79], [0.05, 0.64, 1.33], [-0.93, -0.02, -0.72], [-1.88, 0.22, -1.84], [0.37, 0.57, -0.86], [2.23, 1.91, 0.55], [3.00, 0.47, -0.23], [2.73, 0.53, 1.58], [1.01, -1.72, 1.36], [1.21, -1.85, -0.48], [-1.37, -2.15, 0.31], [-2.07, 0.21, 1.32], [-1.47, -0.22, -2.74], [-2.86, -0.25, -1.74], [-1.93, 1.33, -2.03]],
  "smiles": "C[C@@]12C[C@H]3[C@@H](O1)[C@@]3(C)O2",
  "e_lumo_ev": 1.028,
  "orbital_gap_ha": 0.37380
}


B:
{
  "formula": "C7H10O2",
  "method": "ωB97M-V with the def2-TZVPD basis set",
  "symbols": ["C", "C", "C", "C", "C", "C", "C", "O", "O", "H", "H", "H", "H", "H", "H", "H", "H", "H", "H"],
  "positions_angstrom": [[-2.02, -1.66, -3.04], [-1.15, -1.48, -1.89], [-1.24, -0.72, -0.89], [-0.35, -0.56, 0.29], [1.20, -0.88, 0.13], [0.66, 0.57, 0.18], [1.04, 1.30, 1.54], [1.96, 1.18, 2.18], [0.08, 2.18, 1.75], [-2.29, -2.43, -3.26], [-2.97, -1.05, -3.10], [-1.43, -1.37, -3.95], [-0.21, -2.36, -1.96], [-2.18, -0.19, -0.76], [-0.80, -0.54, 1.49], [1.76, -1.13, 1.00], [1.64, -1.31, -0.76], [0.87, 1.12, -0.45], [0.43, 2.81, 2.45]],
  "smiles": "C/C=C/[C@H]1C[C@@H]1C(=O)O",
  "e_lumo_ev": 0.747,
  "orbital_gap_ha": 0.37313
}


Stability, lowest: B


A:
{
  "formula": "C7H10O2",
  "method": "ωB97M-V with the def2-TZVPD basis set",
  "symbols": ["C", "C", "C", "O", "C", "C", "C", "C", "O", "H", "H", "H", "H", "H", "H", "H", "H", "H", "H"],
  "positions_angstrom": [[2.25, 1.30, 1.40], [1.32, 0.46, 1.04], [0.07, -0.06, 1.02], [-0.31, -0.91, 2.00], [-0.51, -0.18, -0.36], [-1.64, -1.17, -0.51], [-0.77, 1.17, -1.01], [0.94, -0.79, -0.83], [1.14, -1.97, -0.99], [2.03, 2.22, 1.92], [3.29, 1.11, 1.18], [-1.07, -1.43, 1.70], [-2.51, -0.91, 0.10], [-1.95, -1.19, -1.55], [-1.30, -2.18, -0.26], [0.10, 1.83, -0.92], [-1.62, 1.67, -0.53], [-0.99, 1.03, -2.07], [1.52, 0.01, -1.33]],
  "smiles": "C=C=C(O)C(C)(C)C=O",
  "e_lumo_ev": 0.593,
  "orbital_gap_ha": 0.33387
}


B:
{
  "formula": "C7H10O2",
  "method": "ωB97M-V with the def2-TZVPD basis set",
  "symbols": ["C", "C", "C", "C", "C", "C", "C", "O", "O", "H", "H", "H", "H", "H", "H", "H", "H", "H", "H"],
  "positions_angstrom": [[0.10, 0.74, 1.39], [0.19, 2.06, 0.98], [2.59, -0.66, -1.64], [1.42, -0.13, -1.44], [-1.13, -0.04, 1.47], [-0.85, -1.07, 0.43], [-0.88, -0.60, -0.97], [-2.10, -0.35, -1.55], [0.21, -0.29, -1.70], [1.15, 2.45, 0.83], [-0.69, 2.48, 0.58], [3.58, -0.14, -1.45], [2.77, -1.65, -2.02], [0.95, 0.29, 1.70], [-1.34, -0.55, 2.54], [-2.04, 0.67, 1.29], [-0.05, -1.75, 0.69], [-1.55, -2.02, 0.49], [-2.33, 0.57, -1.63]],
  "e_lumo_ev": 0.325,
  "orbital_gap_ha": 0.26125
}


Stability, lowest: B


A:
{
  "formula": "C2H4N2O2S",
  "method": "ωB97M-V with the def2-TZVPD basis set",
  "symbols": ["O", "C", "N", "O", "C", "N", "S", "H", "H", "H", "H"],
  "positions_angstrom": [[-2.62, -0.49, -0.14], [-1.74, 0.35, 0.01], [-0.41, 0.04, 0.06], [-0.06, -1.29, 0.19], [0.59, 0.94, 0.09], [1.84, 0.78, 0.05], [2.91, -0.42, -0.07], [-2.00, 1.46, -0.05], [-0.89, -1.79, -0.08], [0.14, 1.99, -0.02], [2.23, -1.58, -0.05]],
  "smiles": "O=CN(O)/C=N\\S",
  "e_lumo_ev": 0.568,
  "orbital_gap_ha": 0.33309
}


B:
{
  "formula": "C2H4N2O2S",
  "method": "ωB97M-V with the def2-TZVPD basis set",
  "symbols": ["C", "C", "H", "H", "H", "H", "N", "N", "O", "O", "S"],
  "positions_angstrom": [[0.26, 0.31, 0.44], [-1.87, -0.44, -0.63], [2.47, -0.69, -0.11], [1.50, 1.29, 1.70], [-2.25, -1.60, -0.57], [-2.55, 0.31, -1.26], [1.42, 0.34, 1.17], [0.45, -0.23, -0.74], [2.55, 0.45, 0.55], [-0.70, -0.26, -1.44], [-1.29, 0.52, 0.89]],
  "e_lumo_ev": 0.534,
  "orbital_gap_ha": 0.32617
}


Stability, lowest: B